Computed, not measured: a structure of composition C30H26AuN11 at a distorted geometry, with wB97M-V/def2-TZVPD.

## Properties
**Total energy**: -51598.3693 eV
**E_HOMO (alpha / beta)**: -13.30 / -13.30 eV
**<S²>**: 2.009
**Energy relative to the best compared isomer or geometry (same formula, charge and spin)**: 0.0 kcal per mole
**Gap between HOMO and LUMO (alpha / beta)**: 6.399 / 5.441 eV

Structure (ORCA input):
```
! RIJCOSX wB97M-V def2-TZVPD def2/J DEFGRID3
* xyz 2 3
Au 0.413 0.061 -0.144
C -3.958 -0.938 -0.334
C -2.659 -0.619 -0.723
N -1.726 -0.401 0.192
C -2.049 -0.494 1.496
C -3.353 -0.815 1.846
N -4.297 -1.038 0.940
C -0.975 -0.194 2.483
C -1.123 -0.236 3.856
C -0.051 0.120 4.680
C 1.141 0.528 4.073
C 1.242 0.535 2.695
N 0.196 0.168 1.948
C 2.436 0.982 1.923
C 3.668 1.265 2.497
N 4.703 1.688 1.782
C 4.523 1.841 0.481
C 3.309 1.539 -0.130
N 2.281 1.116 0.591
C -0.177 0.084 6.151
C 0.944 -0.059 6.965
C 0.772 -0.095 8.341
N -0.410 0.009 8.935
C -1.477 0.149 8.159
C -1.419 0.187 6.774
H -4.725 -1.116 -1.077
H -2.370 -0.537 -1.762
H -3.648 -0.893 2.884
H -2.054 -0.560 4.294
H 1.964 0.872 4.680
H 3.831 1.138 3.559
H 5.359 2.200 -0.106
H 3.160 1.642 -1.197
H 1.940 -0.182 6.563
H 1.630 -0.216 8.992
H -2.431 0.240 8.665
H -2.335 0.336 6.221
C 1.786 -1.862 -0.186
H 2.037 -1.980 0.861
H 2.599 -1.556 -0.831
H 1.116 -2.614 -0.583
C 1.247 -1.132 -3.599
C 0.920 0.289 -3.324
N 0.404 0.778 -2.197
C 0.173 2.126 -2.403
C 0.549 2.444 -3.662
N 1.016 1.281 -4.232
C 1.487 1.153 -5.622
N 0.656 0.308 -6.401
N 1.123 -0.929 -6.756
N 0.220 -1.557 -7.378
C -0.904 -0.757 -7.473
C -2.139 -1.002 -8.078
C -3.073 0.004 -8.009
C -2.791 1.226 -7.361
C -1.578 1.481 -6.763
C -0.635 0.452 -6.837
H 1.160 -1.710 -2.686
H 2.251 -1.249 -4.008
H 0.559 -1.544 -4.337
H -0.256 2.759 -1.646
H 0.521 3.373 -4.204
H 2.485 0.717 -5.630
H 1.529 2.164 -6.025
H -2.334 -1.939 -8.581
H -4.042 -0.129 -8.468
H -3.555 1.991 -7.346
H -1.376 2.431 -6.288
*
```

These are the Löwdin partial charges, in e, on atoms 1 to 5: atom 1 (Au): 1.1403, atom 2 (C): -0.0589, atom 3 (C): -0.0592, atom 4 (N): 0.0063, atom 5 (C): -0.1603

***

Computed, not measured: the molecule C11H11NS at a distorted geometry, with wB97M-V/def2-TZVPD.

## Properties
**Total energy**: -23902.1228 eV
**E_HOMO**: -7.29 eV
**Energy relative to the best compared isomer or geometry (same formula, charge and spin)**: 186.6 kcal per mole
**Gap between HOMO and LUMO**: 6.188 eV

Structure (ORCA input):
```
! RIJCOSX wB97M-V def2-TZVPD def2/J DEFGRID3
* xyz 0 1
C 2.556 0.673 0.354
C 2.061 0.666 -0.844
C 2.337 0.501 1.594
C 0.933 0.419 2.151
C 1.622 0.631 -2.045
C 0.001 -0.112 1.506
C -0.916 0.476 -0.610
C -1.912 1.323 -0.391
C -2.323 2.368 -1.365
C 0.842 -2.588 0.197
C -0.434 -1.914 -0.085
N -0.392 -0.437 0.297
S -0.107 0.462 -2.328
H 3.215 0.637 2.374
H 0.986 0.673 3.248
H -2.539 1.335 0.499
H -1.365 2.755 -1.735
H -3.027 3.126 -0.926
H -2.865 1.955 -2.139
H 0.859 -2.813 1.318
H 0.831 -3.604 -0.210
H 1.681 -2.094 -0.348
H -0.780 -2.011 -1.097
H -1.262 -2.425 0.584
*
```

These are the Löwdin partial charges, in e, on atoms 1 to 5: atom 1 (C): -0.1075, atom 2 (C): -0.2403, atom 3 (C): -0.1658, atom 4 (C): -0.0513, atom 5 (C): -0.4032